No. 1
C31H32BBr2F3O2 as an isolated structure at a distorted geometry. Source: the Open Molecules 2025 dataset; level of theory: ωB97M-V/def2-TZVPD.

Energy above the lowest of the compared OMol25 structures with the same formula, charge and spin   227.0 kJ/mol
E_HOMO   -8.2 eV
HOMO-LUMO gap   7.1 eV
Strongest force on any atom   4.70 eV/Å
E_tot   -185673.8322 eV
Net charge   0

```
71
C31H32BBr2F3O2 ωB97M-V/def2-TZVPD
Br 6.9845 2.8812 -3.2900
Br -5.2607 1.5106 -4.3557
F 4.4811 -4.6130 0.4679
F 5.4891 -2.6814 0.4473
F 4.4072 -3.3560 -1.3207
O -0.4651 1.0357 1.5237
O -2.0644 -0.5212 0.7765
C 0.6790 -2.5615 0.4309
C -3.6660 1.0060 -3.3990
C -1.9035 2.1704 3.1166
C 3.0843 -2.6569 0.5294
C 0.7920 0.7507 -0.9713
C 4.2351 2.8138 -2.5686
C 4.3749 -3.3108 0.0594
C 3.0438 2.1972 -2.2090
C 3.0127 0.8110 -2.0192
C -3.8830 1.0624 0.3146
C -1.5635 0.3604 -1.6989
C -1.5753 1.5852 -2.3662
C -0.4527 -1.5302 2.4615
C -0.1762 -2.7754 3.2350
C -1.7579 1.6848 1.6956
C 1.7747 0.1653 -1.6664
C 1.8753 -3.2239 0.1788
C -3.6067 -0.0959 2.4386
C 0.5309 -1.3872 1.3072
C -1.6843 2.8752 0.7516
C -1.5309 -2.6322 2.6357
C 5.3982 0.6639 -2.4318
C 3.0773 -1.4557 1.2408
C -0.4478 -0.0635 -0.8269
C 4.1898 0.0415 -2.1196
C 5.4145 2.0490 -2.6845
C 1.8776 -0.8130 1.5229
C -2.6673 1.9447 -3.1571
C -2.4914 -0.6191 -2.0752
C -2.8512 0.5648 1.3097
C -3.5028 -0.3315 -2.9764
B -0.7953 0.0363 0.6347
H -4.3060 0.6158 2.8825
H 1.6987 -0.9131 -1.8963
H -1.8598 1.3342 3.8283
H 4.2504 3.8717 -2.8080
H -1.8357 -3.2059 1.7694
H 0.5618 -3.3642 2.6820
H -3.4496 1.5546 -0.5616
H -0.0475 -2.6140 4.3128
H -2.3430 -2.5097 3.3741
H -1.1053 2.8725 3.3527
H 4.0391 -1.0757 1.5798
H -2.7446 2.9373 -3.5936
H -0.8446 3.5218 1.0551
H -0.2906 -1.1375 -1.1115
H 6.2901 0.0656 -2.5302
H -2.9241 -0.5048 3.1716
H -0.7263 -0.6853 3.1208
H -2.8704 2.6778 3.2002
H -0.7455 2.2692 -2.2683
H 4.1304 -1.0319 -1.9389
H -2.4001 -1.6267 -1.6776
H -0.2093 -3.0500 0.0497
H 2.1116 2.7681 -2.1011
H 1.9004 -4.2127 -0.2750
H -2.6133 3.4528 0.7943
H 0.8632 1.7117 -0.5150
H -4.5041 0.2295 -0.0476
H 1.9766 0.1610 1.9910
H -4.5385 1.7790 0.8365
H -1.4880 2.5730 -0.2894
H -4.1853 -1.1073 -3.3300
H -4.1664 -0.9383 2.0017
```



No. 2
One molecule with the formula C3H3BBrNO2S at a distorted geometry. Source: the Open Molecules 2025 dataset; level of theory: ωB97M-V/def2-TZVPD.

Energy above the lowest of the compared OMol25 structures with the same formula, charge and spin   225.2 kJ/mol
E_HOMO (alpha / beta)   -8.8 / -8.8 eV
HOMO-LUMO gap (alpha / beta)   7.1 / 7.1 eV
Strongest force on any atom   4.26 eV/Å
E_tot   -90296.1273 eV
Net charge   0

```
12
C3H3BBrNO2S ωB97M-V/def2-TZVPD
Br 1.9924 0.1402 3.4423
S 0.2709 1.8945 -0.2567
O -1.0385 -1.9417 -0.9069
O -1.7923 -0.2799 -2.4877
N 0.5136 -0.6990 1.2149
C 1.1162 0.2579 1.6986
C -0.2256 0.4490 -0.8008
C 1.0807 1.6317 1.2342
B -1.1779 -0.6656 -1.3861
H -2.0475 -0.8998 -3.0835
H 1.7739 2.3080 1.5047
H -0.4659 -2.1953 -0.1731
```



No. 3
A 2-piece molecular cluster, C3H6ClNO4 overall at a distorted geometry. Source: the Open Molecules 2025 dataset; level of theory: ωB97M-V/def2-TZVPD.

Energy above the lowest of the compared OMol25 structures with the same formula, charge and spin   303.9 kJ/mol
E_HOMO   -10.9 eV
HOMO-LUMO gap   11.1 eV
Strongest force on any atom   3.94 eV/Å
E_tot   -25406.3510 eV
Net charge   0

```
15
C3H6ClNO4 ωB97M-V/def2-TZVPD
Cl -1.1418 -2.2286 -0.3864
O -1.3810 0.8842 -0.6753
O -3.5267 0.8792 -0.6455
O -2.4696 1.3415 1.1162
O -0.3420 -0.4445 1.3733
N -2.4690 1.0508 -0.1798
C -0.1276 -0.9118 0.2728
C 2.3197 0.0859 -0.0176
C 1.1046 -0.6806 -0.5707
H 3.0545 0.1027 -0.7702
H 2.7416 -0.3427 0.8292
H 1.8692 1.0914 0.1325
H -1.7466 1.1359 1.7280
H 1.4009 -1.6746 -0.7280
H 0.7138 -0.2888 -1.4785
```



No. 4
An isolated ion of composition C8H17N2 and charge +1 at a distorted geometry. Source: the Open Molecules 2025 dataset; level of theory: ωB97M-V/def2-TZVPD.

Energy above the lowest of the compared OMol25 structures with the same formula, charge and spin   249.8 kJ/mol
E_HOMO   -13.9 eV
HOMO-LUMO gap   10.8 eV
Strongest force on any atom   5.12 eV/Å
E_tot   -11543.6057 eV
Net charge   +1

```
27
C8H17N2 ωB97M-V/def2-TZVPD
N -0.7288 1.4526 -0.2225
N -2.3535 -0.0172 0.1851
C 2.6174 0.8706 0.6040
C -1.2231 -0.8254 0.6171
C -3.7090 -0.5282 0.2159
C 1.4174 0.0567 -0.0535
C -1.9742 1.1325 -0.3016
C 1.8371 -1.3911 0.3374
C 1.5354 0.2322 -1.6066
C 0.0626 0.4041 0.5456
H 2.0585 -1.4991 1.4887
H 0.9693 -1.9378 0.0114
H 2.9122 1.9642 0.2666
H 3.5312 0.3282 0.3560
H -1.0491 -1.1261 1.6422
H 2.5644 0.9341 1.6249
H -4.1766 -0.8400 1.2293
H -0.2545 2.0985 -0.8107
H 1.4323 1.2667 -1.7833
H -0.8889 -1.6222 -0.1283
H 0.0782 0.7577 1.6319
H 1.0078 -0.5286 -2.2641
H -3.9141 -1.4883 -0.5154
H -2.7184 1.6538 -0.8538
H 2.5446 0.1333 -1.8158
H -4.2599 0.3152 -0.2749
H 2.6818 -1.7964 -0.1256
```